[1]
{
  "formula": "C90H190N10O10",
  "method": "the ωB97M-V functional and the def2-TZVPD basis",
  "species": ["O", "O", "O", "O", "O", "O", "O", "O", "O", "O", "N", "N", "N", "N", "N", "N", "N", "N", "N", "N", "C", "C", "C", "C", "C", "C", "C", "C", "C", "C", "C", "C", "C", "C", "C", "C", "C", "C", "C", "C", "C", "C", "C", "C", "C", "C", "C", "C", "C", "C", "C", "C", "C", "C", "C", "C", "C", "C", "C", "C", "C", "C", "C", "C", "C", "C", "C", "C", "C", "C", "C", "C", "C", "C", "C", "C", "C", "C", "C", "C", "C", "C", "C", "C", "C", "C", "C", "C", "C", "C", "C", "C", "C", "C", "C", "C", "C", "C", "C", "C", "C", "C", "C", "C", "C", "C", "C", "C", "C", "C", "H", "H", "H", "H", "H", "H", "H", "H", "H", "H", "H", "H", "H", "H", "H", "H", "H", "H", "H", "H", "H", "H", "H", "H", "H", "H", "H", "H", "H", "H", "H", "H", "H", "H", "H", "H", "H", "H", "H", "H", "H", "H", "H", "H", "H", "H", "H", "H", "H", "H", "H", "H", "H", "H", "H", "H", "H", "H", "H", "H", "H", "H", "H", "H", "H", "H", "H", "H", "H", "H", "H", "H", "H", "H", "H", "H", "H", "H", "H", "H", "H", "H", "H", "H", "H", "H", "H", "H", "H", "H", "H", "H", "H", "H", "H", "H", "H", "H", "H", "H", "H", "H", "H", "H", "H", "H", "H", "H", "H", "H", "H", "H", "H", "H", "H", "H", "H", "H", "H", "H", "H", "H", "H", "H", "H", "H", "H", "H", "H", "H", "H", "H", "H", "H", "H", "H", "H", "H", "H", "H", "H", "H", "H", "H", "H", "H", "H", "H", "H", "H", "H", "H", "H", "H", "H", "H", "H", "H", "H", "H", "H", "H", "H", "H", "H", "H", "H", "H", "H", "H", "H", "H", "H", "H", "H", "H", "H", "H", "H", "H", "H", "H", "H", "H", "H", "H", "H", "H", "H", "H"],
  "xyz": [[-6.693, -17.538, 11.006], [5.726, -8.258, 7.698], [-3.941, -11.986, 7.653], [-0.248, -15.545, 13.018], [5.332, -9.116, 2.997], [0.303, -5.587, 11.563], [-8.799, -16.323, 2.807], [-2.614, -4.150, 2.600], [1.717, -16.216, 10.410], [-10.063, -12.413, 8.835], [-8.925, -11.621, 9.004], [-0.943, -6.008, 11.139], [-5.781, -17.280, 10.005], [4.869, -10.343, 3.392], [-1.581, -4.861, 3.161], [0.956, -16.172, 9.185], [0.280, -14.258, 12.828], [-2.730, -11.833, 6.942], [-7.499, -16.152, 2.311], [4.588, -8.253, 8.538], [-5.691, -14.897, 10.577], [0.670, -15.247, 6.872], [3.547, -7.597, 10.643], [-0.122, -11.901, 12.135], [-0.171, -6.862, 3.026], [3.185, -12.119, 3.294], [-1.566, -7.036, 12.003], [-0.109, -6.936, 8.983], [-7.522, -10.209, 10.482], [-1.021, -10.678, 4.807], [-7.026, -14.719, 2.330], [-1.817, -12.995, 13.711], [-0.357, -7.153, 4.508], [5.998, -8.227, 10.663], [0.093, -16.541, 6.465], [-6.546, -17.220, 2.502], [-6.011, -17.413, 3.911], [5.405, -12.442, 4.444], [-3.228, -13.818, 5.544], [1.963, -12.427, 13.326], [-7.264, -9.326, 9.199], [2.967, -9.005, 10.786], [-1.341, -3.479, 5.280], [3.770, -10.932, 1.199], [-5.127, -19.663, 9.966], [-2.567, -6.360, 9.280], [-7.235, -10.258, 7.933], [-0.690, -10.525, 6.324], [-4.474, -18.142, 8.012], [3.327, -9.671, 6.940], [6.887, -11.674, 2.622], [-8.042, -13.983, 1.484], [-6.990, -14.199, 3.796], [1.760, -13.933, 8.645], [-5.633, -18.470, 9.110], [1.459, -13.904, 13.680], [5.955, -11.218, 3.820], [1.121, -14.025, 15.217], [0.827, -11.407, 13.173], [-6.932, -18.968, 8.398], [-0.489, -5.781, 5.255], [-2.593, -7.150, 2.296], [-4.076, -11.624, 4.884], [-8.059, -12.164, 6.807], [-1.368, -10.855, 8.699], [4.316, -13.149, 3.620], [-1.606, -13.708, 11.245], [-0.828, -17.776, 9.921], [1.125, -18.609, 8.648], [-10.100, -10.021, 10.569], [-2.917, -12.305, 5.571], [-5.683, -14.511, 1.509], [4.805, -10.803, 8.716], [-7.216, -15.694, 8.570], [2.492, -9.789, 2.962], [1.571, -15.343, 8.121], [-0.906, -5.766, 0.959], [4.826, -7.584, 9.833], [-9.564, -10.205, 6.993], [-8.531, -11.035, 7.748], [-0.785, -13.267, 12.551], [-1.101, -5.960, 9.696], [-5.876, -15.896, 9.407], [-2.777, -9.342, 7.042], [5.070, -6.078, 9.554], [-1.623, -12.051, 4.628], [-1.373, -6.143, 2.448], [-8.896, -10.966, 10.319], [-8.778, -12.005, 11.476], [2.969, -15.924, 7.777], [-4.629, -15.536, 1.833], [-2.993, -5.429, 5.268], [-1.804, -6.294, 13.338], [2.658, -14.744, 13.362], [3.917, -9.569, 8.384], [-1.663, -4.894, 4.664], [-1.937, -10.634, 7.268], [-4.705, -15.649, 8.444], [-2.975, -7.659, 9.970], [6.859, -10.465, 4.873], [-2.976, -7.439, 11.506], [-0.654, -17.174, 7.597], [3.635, -10.785, 2.693], [-0.764, -8.434, 12.108], [-0.861, -4.515, 9.147], [-4.521, -16.742, 7.344], [0.194, -17.402, 8.840], [-5.256, -16.953, 1.630], [-7.105, -18.547, 1.932], [2.696, -9.622, 9.342], [0.649, -13.132, 15.627], [0.414, -7.849, 4.838], [6.256, -7.606, 11.521], [-1.378, -18.688, 9.690], [-2.659, -14.324, 6.324], [-5.745, -14.468, 0.421], [3.156, -16.952, 8.086], [-2.010, -2.627, 5.156], [0.890, -13.653, 9.240], [-3.873, -5.062, 4.738], [6.430, -12.175, 1.769], [-8.017, -18.814, 2.466], [2.990, -10.662, 6.637], [0.850, -17.224, 6.080], [-4.798, -15.054, 11.183], [6.220, -10.220, 5.721], [6.175, -13.198, 4.597], [-1.199, -7.829, 4.652], [-4.241, -19.367, 10.527], [2.522, -12.436, 12.391], [-0.074, -5.084, 0.790], [2.451, -12.675, 2.711], [-5.455, -17.128, 0.573], [-1.051, -18.099, 7.178], [-3.525, -18.035, 8.538], [2.565, -8.913, 6.759], [-3.802, -15.489, 1.125], [5.746, -10.798, 8.165], [-0.865, -5.859, 13.680], [0.390, -14.806, 15.425], [-0.894, -13.988, 10.469], [0.062, -7.787, 9.642], [-7.977, -12.731, 11.338], [4.058, -9.429, 6.169], [-6.107, -14.541, 4.337], [-9.716, -13.289, 9.020], [-2.305, -8.428, 7.401], [-3.141, -9.162, 6.030], [-2.262, -8.463, 9.791], [-3.653, -12.410, 8.465], [4.370, -11.821, 1.006], [-6.440, -19.409, 1.993], [-0.129, -14.583, 7.202], [-8.219, -14.424, 0.503], [1.651, -18.602, 7.693], [-2.963, -14.296, 4.601], [-4.831, -20.461, 9.285], [-1.797, -12.231, 3.567], [0.314, -11.171, 14.106], [-1.178, -12.981, 14.594], [-6.718, -19.934, 7.941], [7.329, -9.551, 4.509], [-2.275, -6.951, 14.069], [-2.382, -12.990, 10.978], [-1.131, -3.544, 6.347], [-1.666, -5.372, 0.284], [-5.059, -11.898, 5.269], [-7.498, -18.532, 0.916], [4.326, -11.746, 8.453], [-6.207, -17.445, 11.828], [-1.006, -11.874, 8.832], [-6.308, -8.805, 9.145], [-6.830, -17.503, 4.625], [-1.542, -3.803, 9.613], [-4.464, -18.912, 7.240], [-0.275, -18.018, 10.828], [-5.828, -20.033, 10.715], [2.499, -13.785, 9.432], [2.538, -11.998, 4.163], [3.738, -7.218, 11.647], [-7.582, -14.684, 8.752], [-2.603, -13.746, 13.781], [-0.552, -16.314, 5.616], [7.318, -10.770, 2.192], [-3.074, -5.155, 6.320], [-7.008, -13.110, 3.852], [-7.161, -15.938, 7.509], [1.274, -15.605, 11.005], [-3.571, -16.479, 6.878], [0.522, -19.514, 8.566], [2.556, -8.737, 2.683], [-6.629, -10.827, 10.585], [0.456, -5.239, 5.267], [-2.461, -5.435, 13.201], [-7.608, -9.494, 11.300], [0.709, -6.236, 2.880], [4.111, -5.657, 9.252], [-4.100, -15.425, 2.779], [2.029, -9.088, 11.334], [-10.020, -9.667, 11.597], [-8.055, -16.240, 9.001], [-2.646, -6.394, 8.194], [-9.258, -9.834, 6.014], [2.729, -6.999, 10.241], [-5.288, -16.712, 6.569], [-7.843, -14.585, 4.354], [-10.993, -10.638, 10.467], [3.711, -9.657, 11.244], [-4.067, -11.981, 3.854], [4.195, -10.047, 0.725], [-5.151, -13.581, 1.711], [-10.086, -9.125, 9.948], [2.388, -10.666, 9.401], [-3.731, -9.362, 7.569], [-5.711, -13.914, 10.108], [1.835, -18.747, 9.463], [-0.510, -10.213, 8.900], [6.883, -8.302, 10.031], [-3.912, -8.017, 9.543], [-0.035, -11.366, 6.552], [-0.890, -8.964, 11.163], [-1.185, -9.081, 12.878], [2.534, -15.815, 13.521], [-0.978, -4.349, 8.076], [5.416, -7.834, 6.895], [4.731, -13.555, 2.698], [-3.816, -15.535, 9.065], [-0.603, -6.695, 0.475], [5.670, -5.886, 8.665], [5.848, -9.233, 11.055], [7.657, -11.134, 5.195], [-7.491, -11.750, 5.974], [-3.015, -7.399, 3.269], [-10.419, -10.867, 6.856], [-2.249, -3.449, 2.055], [-8.981, -13.812, 2.011], [-6.338, -10.869, 7.832], [-7.952, -8.496, 9.036], [0.140, -7.802, 2.570], [3.974, -13.974, 4.245], [4.889, -12.209, 5.376], [-4.521, -17.736, 1.818], [3.550, -14.517, 13.945], [3.190, -15.844, 6.713], [-7.786, -19.058, 9.069], [-4.281, -14.014, 5.748], [-0.434, -2.985, 4.931], [-9.975, -9.440, 7.650], [-0.232, -9.564, 6.559], [0.297, -8.224, 12.243], [-7.360, -12.911, 7.182], [-9.662, -12.641, 11.528], [-5.458, -16.539, 4.254], [-0.079, -10.683, 4.258], [2.772, -11.169, 0.828], [7.702, -12.304, 2.979], [1.968, -13.168, 7.898], [-2.166, -14.614, 11.477], [-0.541, -15.499, 13.931], [2.058, -14.162, 15.758], [-1.466, -16.932, 10.184], [-5.299, -18.221, 4.076], [2.682, -12.093, 14.074], [-0.794, -6.078, 6.259], [0.858, -6.482, 8.764], [-8.896, -12.745, 6.418], [3.836, -15.450, 8.237], [-3.760, -6.782, 11.882], [-7.246, -9.588, 7.074], [-0.930, -11.224, 11.861], [2.887, -14.682, 12.298], [-0.828, -12.794, 4.695], [-0.504, -7.356, 8.058], [0.371, -11.981, 11.167], [1.475, -10.089, 2.711], [0.079, -4.137, 9.549], [-3.428, -6.584, 1.882], [-4.914, -14.717, 7.920], [-3.984, -10.538, 4.882], [2.405, -9.719, 4.046], [-7.600, -13.017, 1.242], [0.204, -4.704, 11.927], [1.194, -10.439, 12.831], [-2.226, -11.999, 13.538], [-3.092, -6.514, 5.296], [-1.591, -16.643, 7.770], [-2.086, -10.647, 9.492], [-6.538, -14.928, 11.262], [-8.721, -11.505, 12.443], [1.802, -9.217, 8.869], [5.561, -5.561, 10.377], [5.030, -10.937, 9.774], [-9.306, -16.734, 2.103], [-1.676, -9.873, 4.475], [-3.241, -8.387, 11.974], [-2.410, -8.017, 1.662], [-7.245, -18.344, 7.561], [5.187, -8.618, 3.805], [-3.302, -5.637, 9.634], [1.229, -14.677, 6.130]],
  "spin_multiplicity": 2,
  "relative_energy_kcal_mol": 6.3,
  "s_squared": 0.7542,
  "lumo_energy_ev": [-2.6, -6.7],
  "charge": 1
}


[2]
{
  "formula": "C5H12O3PS",
  "method": "the ωB97M-V functional and the def2-TZVPD basis",
  "species": ["S", "P", "O", "O", "O", "C", "C", "C", "C", "C", "H", "H", "H", "H", "H", "H", "H", "H", "H", "H", "H", "H"],
  "xyz": [[-0.404, -3.333, -0.122], [0.404, -1.440, -0.201], [1.080, -0.963, 1.310], [1.478, -1.194, -1.352], [-0.837, -0.652, -0.538], [0.814, 0.384, 1.768], [-0.712, 0.586, 1.535], [2.815, -1.748, -1.294], [-1.018, 0.765, 0.061], [-2.467, 1.126, -0.307], [1.044, 0.337, 2.777], [2.995, -2.721, -1.907], [-1.131, 1.369, 2.306], [3.168, -1.976, -0.243], [-0.265, 1.582, -0.375], [-1.156, -2.988, -1.258], [3.445, -0.901, -1.690], [1.404, 1.021, 1.168], [-1.127, -0.366, 1.847], [-3.078, 0.405, 0.250], [-2.632, 2.189, -0.114], [-2.613, 0.858, -1.340]],
  "relative_energy_kcal_mol": 0.0,
  "lumo_energy_ev": -3.3,
  "charge": 1
}


[3]
{
  "formula": "C11H14N2O",
  "method": "the ωB97M-V functional and the def2-TZVPD basis",
  "species": ["O", "N", "N", "C", "C", "C", "C", "C", "C", "C", "C", "C", "C", "C", "H", "H", "H", "H", "H", "H", "H", "H", "H", "H", "H", "H", "H", "H"],
  "xyz": [[0.698, 2.408, 0.428], [-0.836, 1.146, -1.386], [1.335, 1.116, 2.087], [-1.602, 0.261, -0.620], [1.264, -1.927, -1.428], [-0.961, -0.987, -0.465], [1.561, 1.663, 0.863], [2.765, 1.279, 0.122], [-2.641, -1.587, 1.094], [0.260, 0.447, -1.679], [-1.538, -1.969, 0.416], [0.240, -0.858, -1.254], [-2.646, 0.709, 0.224], [-3.189, -0.219, 1.070], [3.211, 0.280, 0.302], [-1.285, -3.028, 0.339], [0.894, -2.826, -0.913], [-1.061, 2.179, -1.415], [1.098, 0.895, -2.211], [1.540, -2.196, -2.475], [3.583, 1.921, 0.428], [2.637, 1.467, -0.964], [-2.924, 1.765, 0.022], [1.997, 0.465, 2.458], [-3.153, -2.427, 1.582], [0.792, 1.592, 2.772], [-4.187, 0.045, 1.520], [2.147, -1.611, -0.918]],
  "relative_energy_kcal_mol": 32.2,
  "lumo_energy_ev": 0.8,
  "smiles": "Cc1c[nH]c2ccccc12.CC(N)=O"
}


[4]
{
  "formula": "C3H6O2",
  "method": "the ωB97M-V functional and the def2-TZVPD basis",
  "species": ["O", "O", "C", "C", "C", "H", "H", "H", "H", "H", "H"],
  "xyz": [[0.014, 0.777, 1.479], [2.229, 0.362, 0.122], [-1.526, -0.065, -0.139], [-0.151, 0.212, 0.416], [1.071, -0.236, -0.371], [1.979, 0.728, 0.988], [-1.939, -0.971, 0.319], [-2.182, 0.768, 0.123], [0.935, 0.008, -1.433], [-1.513, -0.202, -1.225], [1.119, -1.339, -0.303]],
  "relative_energy_kcal_mol": 17.0,
  "lumo_energy_ev": 0.9,
  "smiles": "CC(=O)CO"
}